1.
{
  "formula": "C28H38BFGe2N8Pd",
  "method": "wB97M-V/def2-TZVPD",
  "elements": ["Pd", "C", "C", "N", "N", "C", "B", "N", "C", "C", "C", "N", "N", "C", "C", "C", "N", "N", "C", "C", "C", "N", "H", "H", "H", "H", "H", "H", "H", "H", "H", "H", "H", "H", "C", "C", "Ge", "C", "C", "C", "C", "Ge", "C", "C", "C", "C", "C", "C", "C", "C", "C", "C", "H", "H", "H", "H", "H", "H", "H", "H", "H", "H", "H", "H", "H", "H", "H", "H", "H", "H", "H", "H", "H", "H", "H", "H", "H", "H", "F"],
  "coordinates": [[0.027, 0.827, -0.091], [-2.904, 3.068, 1.968], [-2.622, 2.061, 1.068], [-1.289, 1.880, 1.009], [-0.703, 2.826, 1.783], [-1.666, 3.526, 2.390], [0.776, 3.345, 1.574], [0.812, 3.600, 0.008], [1.137, 4.630, -0.783], [0.975, 4.269, -2.112], [0.540, 2.958, -2.077], [0.470, 2.572, -0.795], [1.866, 2.276, 1.831], [3.074, 2.456, 2.389], [3.883, 1.392, 2.036], [3.080, 0.599, 1.227], [1.854, 1.125, 1.126], [0.986, 4.522, 2.449], [0.860, 5.876, 2.297], [0.941, 6.446, 3.533], [1.093, 5.355, 4.417], [1.112, 4.205, 3.776], [-3.873, 3.424, 2.272], [-3.307, 1.471, 0.488], [-1.410, 4.317, 3.078], [1.486, 5.556, -0.363], [1.152, 4.877, -2.982], [0.292, 2.286, -2.883], [3.276, 3.311, 3.011], [4.905, 1.224, 2.327], [3.341, -0.329, 0.739], [0.711, 6.348, 1.342], [0.874, 7.491, 3.779], [1.195, 5.371, 5.491], [-4.114, 0.072, -2.890], [-2.716, 0.554, -2.479], [-2.018, -0.483, -0.981], [-3.036, -1.089, 0.599], [-4.541, -1.199, 0.338], [-1.413, -2.275, -1.574], [-0.374, -3.012, -1.131], [1.057, -1.976, -0.201], [2.026, -2.947, 1.158], [3.399, -3.522, 0.803], [1.675, -0.740, -1.595], [2.757, -1.507, -2.391], [-0.258, -4.442, -1.286], [-1.413, -5.273, -1.111], [-1.334, -6.617, -1.316], [-0.094, -7.194, -1.683], [1.064, -6.395, -1.849], [0.993, -5.055, -1.620], [-4.389, 0.580, -3.815], [-4.870, 0.313, -2.147], [-4.151, -0.999, -3.094], [-2.712, 1.611, -2.212], [-2.000, 0.416, -3.292], [-2.830, -0.453, 1.455], [-2.593, -2.060, 0.818], [-5.009, -0.226, 0.193], [-5.013, -1.655, 1.209], [-4.779, -1.824, -0.523], [-2.154, -2.753, -2.220], [1.320, -3.724, 1.461], [2.101, -2.239, 1.987], [3.354, -4.254, -0.003], [3.812, -4.029, 1.674], [4.109, -2.745, 0.520], [2.114, 0.189, -1.220], [0.833, -0.517, -2.259], [3.617, -1.753, -1.770], [3.106, -0.883, -3.212], [2.358, -2.421, -2.833], [-2.347, -4.813, -0.814], [-2.205, -7.249, -1.202], [-0.026, -8.265, -1.826], [1.994, -6.858, -2.150], [1.875, -4.438, -1.736], [-0.116, -1.012, 0.897]],
  "atomic_forces_ev_per_a": [[0.5, 0.5, 1.5], [0.0, 0.0, 0.0], [0.1, 0.0, 0.1], [-0.4, -0.1, -0.4], [0.1, -0.2, 0.1], [0.0, 0.1, 0.0], [0.2, -0.1, 0.1], [0.0, -0.1, 0.0], [0.1, 0.0, 0.0], [0.0, 0.0, 0.0], [0.1, 0.0, 0.1], [-0.4, 0.0, -0.8], [-0.2, 0.2, 0.0], [0.1, -0.1, 0.1], [0.0, 0.0, 0.0], [-0.1, 0.0, 0.2], [0.4, 0.0, -0.3], [0.1, 0.2, -0.1], [0.0, 0.0, 0.0], [-0.1, 0.0, 0.0], [0.0, 0.0, 0.0], [0.0, 0.0, 0.0], [0.0, 0.0, 0.0], [0.0, 0.0, 0.0], [0.0, 0.0, 0.0], [0.0, 0.0, 0.0], [0.0, 0.0, 0.0], [0.0, 0.0, 0.0], [0.0, 0.0, 0.0], [0.0, 0.0, 0.0], [0.0, 0.0, 0.0], [0.0, 0.0, 0.0], [0.1, 0.0, 0.0], [0.0, 0.0, 0.0], [0.0, 0.1, -0.1], [0.2, 0.1, 0.1], [-0.8, -0.3, -0.2], [0.0, 0.2, -0.1], [0.0, 0.0, 0.1], [0.2, 0.0, 0.0], [0.4, 0.0, 0.2], [-0.1, -0.8, 0.0], [0.2, 0.1, 0.0], [0.0, 0.0, 0.0], [0.0, 0.2, 0.4], [0.0, 0.1, -0.1], [-0.2, 0.0, -0.2], [0.0, 0.0, -0.2], [0.0, 0.0, 0.0], [0.0, 0.0, 0.0], [0.0, 0.0, 0.0], [0.0, 0.0, 0.1], [0.0, 0.0, 0.0], [0.0, 0.0, 0.0], [0.0, 0.0, 0.0], [-0.1, 0.0, 0.0], [0.0, 0.0, 0.0], [0.0, 0.0, 0.1], [0.0, 0.0, 0.0], [0.0, 0.0, 0.0], [0.0, 0.0, 0.0], [0.0, 0.0, 0.0], [-0.1, 0.0, 0.1], [0.1, 0.0, 0.1], [0.0, 0.0, 0.1], [0.0, 0.0, 0.0], [0.0, 0.0, 0.0], [0.0, 0.0, 0.0], [0.1, 0.0, -0.1], [0.0, 0.0, -0.1], [0.0, 0.0, 0.0], [0.0, 0.0, 0.0], [0.0, 0.0, 0.0], [0.0, 0.0, 0.0], [0.0, 0.0, 0.0], [0.0, 0.0, 0.0], [0.0, 0.0, 0.0], [0.0, 0.0, 0.0], [-0.1, 0.1, -0.6]],
  "lowdin_charge": [1.015, 0.023, -0.109, -0.061, 0.053, 0.013, -0.621, 0.071, 0.005, 0.010, -0.075, -0.103, 0.017, -0.009, 0.002, -0.129, -0.041, -0.042, -0.066, -0.026, -0.112, 0.075, 0.128, 0.089, 0.144, 0.132, 0.128, 0.123, 0.136, 0.120, 0.092, 0.109, 0.113, 0.121, -0.129, -0.345, 1.006, -0.337, -0.127, -0.131, -0.269, 0.969, -0.293, -0.126, -0.343, -0.104, -0.156, 0.035, 0.018, 0.087, 0.017, 0.010, 0.097, 0.071, 0.075, 0.067, 0.069, 0.060, 0.064, 0.072, 0.095, 0.075, 0.101, 0.086, 0.080, 0.060, 0.095, 0.069, 0.044, 0.058, 0.078, 0.099, 0.071, 0.133, 0.140, 0.146, 0.140, 0.102, -0.356],
  "relative_energy_kcal_mol": 5.43,
  "energy_ha": -5933.2317,
  "orbital_gap_ev": [5.2, 3.5],
  "multiplicity": 2,
  "total_charge": 3
}

=====

2.
{
  "formula": "C3H11NO3S",
  "method": "wB97M-V/def2-TZVPD",
  "elements": ["N", "C", "C", "O", "C", "S", "H", "H", "H", "H", "H", "H", "H", "O", "H", "H", "O", "H", "H"],
  "coordinates": [[0.363, -1.847, 1.022], [0.082, -1.324, -0.391], [1.518, -0.837, -0.535], [2.003, 0.197, -0.226], [-0.737, -0.086, -0.450], [-2.388, -0.259, 0.516], [-0.220, -1.591, 1.729], [0.120, -2.807, 0.964], [-0.129, -2.028, -1.144], [2.237, -1.562, -1.164], [-0.207, 0.687, 0.080], [-1.112, 0.285, -1.554], [-1.753, 0.150, 1.733], [0.887, 1.497, -2.472], [0.826, 1.452, -1.651], [1.720, 1.790, -2.829], [0.492, 2.005, 1.833], [1.323, 1.718, 2.231], [0.630, 2.870, 1.366]],
  "atomic_forces_ev_per_a": [[1.1, -1.6, -3.4], [1.9, 2.1, 2.4], [2.0, -2.5, -3.5], [0.0, 1.4, 1.0], [-3.7, 0.9, -1.4], [2.1, 0.7, 1.0], [-2.3, 2.0, 2.0], [0.3, -1.4, 0.0], [-0.4, -1.3, -0.4], [-1.3, 0.6, 1.4], [0.0, 0.5, -0.1], [1.4, -1.2, 2.8], [-1.1, -0.5, -1.5], [-0.3, 0.5, -12.2], [0.0, -0.4, 11.4], [0.3, 0.1, 0.6], [-0.3, 1.1, -0.5], [0.0, 0.3, -0.3], [0.1, -1.4, 0.9]],
  "lowdin_charge": [0.084, -0.371, -0.291, 0.038, -0.493, 0.632, 0.007, 0.067, 0.123, 0.155, 0.016, 0.139, -0.107, 0.049, -0.147, 0.061, -0.078, 0.042, 0.074],
  "relative_energy_kcal_mol": 79.41,
  "smiles": "N[C@H](C=O)CS.O.O",
  "energy_ha": -799.4632,
  "orbital_gap_ev": 9.7
}

=====

3.
{
  "formula": "C3H13NO2",
  "method": "wB97M-V/def2-TZVPD",
  "elements": ["C", "C", "C", "N", "H", "H", "H", "H", "H", "H", "H", "H", "H", "O", "H", "H", "O", "H", "H"],
  "coordinates": [[0.948, 0.019, 0.901], [0.534, 1.480, 1.001], [0.219, 2.039, -0.400], [-0.558, 3.279, -0.392], [1.393, -0.423, 1.798], [0.142, -0.691, 0.693], [1.680, -0.224, 0.119], [1.307, 2.120, 1.421], [-0.375, 1.440, 1.600], [1.096, 2.127, -1.043], [-0.357, 1.279, -0.944], [-1.427, 3.123, 0.118], [-0.057, 3.947, 0.201], [1.465, -5.263, -0.055], [1.676, -6.215, -0.097], [2.353, -4.872, 0.131], [-2.564, -0.416, -0.886], [-1.954, -0.783, -1.552], [-3.174, 0.096, -1.443]],
  "atomic_forces_ev_per_a": [[0.9, -1.4, -0.1], [0.0, -0.7, -1.1], [-0.9, -0.8, 0.0], [0.4, 0.3, 0.4], [0.0, 0.5, 0.2], [-0.4, 0.6, -0.1], [0.0, 0.5, 0.0], [0.0, -0.1, 0.5], [0.0, 0.7, 0.1], [0.3, 0.4, 0.4], [-0.2, 0.1, 0.2], [0.1, -0.1, -0.2], [-0.1, 0.0, -0.4], [1.4, -0.3, 0.2], [-0.3, 0.6, 0.0], [-1.1, -0.3, -0.2], [0.1, 0.1, -0.9], [-0.2, 0.1, 0.5], [0.1, -0.1, 0.4]],
  "lowdin_charge": [-0.138, -0.252, -0.320, -0.022, 0.065, 0.066, 0.070, 0.101, 0.104, 0.108, 0.087, 0.061, 0.062, -0.087, 0.038, 0.049, -0.076, 0.043, 0.041],
  "relative_energy_kcal_mol": 20.36,
  "smiles": "CCCN.O.O",
  "energy_ha": -327.3094,
  "orbital_gap_ev": 10.0
}

=====

4.
{
  "formula": "C4H6NS",
  "method": "wB97M-V/def2-TZVPD",
  "elements": ["C", "C", "C", "C", "N", "S", "H", "H", "H", "H", "H", "H"],
  "coordinates": [[-1.763, 2.259, -0.055], [-1.092, -1.813, -0.232], [0.858, -0.211, 0.057], [-0.494, -0.718, 0.394], [-1.423, 1.168, -0.091], [-2.470, -2.432, 0.418], [-2.036, 3.251, 0.012], [-0.757, -2.306, -1.029], [1.277, 0.671, 0.458], [1.019, -0.255, -0.970], [1.651, -1.007, 0.205], [-0.732, -0.432, 1.311]],
  "atomic_forces_ev_per_a": [[0.7, -2.1, 0.0], [-3.8, -0.1, 3.0], [0.8, -2.6, -0.1], [3.9, 1.3, -2.3], [-0.4, 0.2, -0.1], [0.8, 0.5, -0.2], [-0.5, 1.7, 0.0], [2.0, -1.4, -3.3], [-0.3, 1.0, 0.8], [-0.2, 0.6, -2.3], [-1.0, 0.2, 0.8], [-1.9, 0.8, 3.8]],
  "lowdin_charge": [0.137, -0.538, -0.044, -0.155, 0.161, 0.950, 0.078, 0.024, 0.088, 0.080, 0.155, 0.063],
  "relative_energy_kcal_mol": 74.09,
  "energy_ha": -608.5452,
  "orbital_gap_ev": 7.0,
  "total_charge": 1
}